Formula: C24H50FeO12
Source: OMol25
Level of theory: wB97M-V/def2-TZVPD

Each line ends with the Mulliken charge.
Cartesian coordinates (Å):
Fe -0.2402 -0.0108 0.1382  1.302
C 3.9658 -1.4908 0.5642  -1.079
C 2.5263 -1.9466 0.6699  -0.558
O 1.4672 -0.9634 0.5287  -0.186
H 4.1801 -1.1854 -0.4599  0.341
H 4.6396 -2.2581 0.9455  0.384
H 4.0455 -0.5504 1.1096  0.080
H 2.5066 -2.8072 0.0013  0.214
H 2.4436 -2.3143 1.6927  0.292
C -3.5169 2.9229 -0.6757  -1.248
C -3.2152 1.3847 -0.7041  -0.107
O -1.8861 1.0647 -0.3131  -0.203
H -4.5720 3.1753 -0.7811  0.398
H -3.0636 3.4215 -1.5325  0.269
H -3.0504 3.4198 0.1749  0.285
H -3.3187 1.0845 -1.7469  -0.064
H -4.0402 1.0259 -0.0888  0.138
O 0.5184 1.0570 -1.7031  0.592
C 1.4335 1.0481 -2.5913  0.502
O 1.2840 1.0978 -3.9295  -0.391
C -0.0427 1.4917 -4.4493  0.169
C -0.2375 3.0644 -4.3843  -1.063
C 2.8411 0.7029 -2.1734  -0.985
H -0.8924 0.9904 -3.9860  -0.232
H -0.1283 1.2989 -5.5187  0.456
H -1.2137 3.2257 -4.8416  0.430
H 0.5062 3.5934 -4.9802  0.323
H -0.2895 3.3875 -3.3446  0.138
H 3.4555 0.4596 -3.0402  0.466
H 2.8828 -0.1272 -1.4681  -0.369
H 3.4151 1.5569 -1.8140  0.348
O -1.5206 -1.6511 0.5913  -0.319
C -1.8788 -2.6572 1.2672  0.526
O -3.0042 -2.8075 1.9441  -0.336
C -4.0939 -1.9270 1.6413  -0.377
C -4.0606 -0.6731 2.4799  -0.375
C -1.0554 -3.9271 1.3897  -0.910
H -5.0145 -2.4292 1.9384  0.376
H -4.1313 -1.7511 0.5662  0.206
H -3.1657 -0.1194 2.1956  -0.622
H -4.0456 -1.0685 3.4955  0.374
H -4.9754 -0.0867 2.3945  0.474
H -1.5803 -4.7751 1.8295  0.321
H -0.2463 -3.6394 2.0610  0.156
H -0.6485 -4.2185 0.4214  0.244
O -0.6737 -1.1801 -1.9523  -0.217
C -0.9732 -1.7203 -3.0527  0.669
O -0.1900 -2.5999 -3.6636  -0.398
C 1.0102 -3.0914 -3.0625  0.407
C 2.1141 -3.3270 -4.1407  -1.402
C -2.2298 -1.3646 -3.7896  -1.060
H 0.8266 -4.0690 -2.6167  0.291
H 1.3020 -2.4246 -2.2512  -0.243
H 2.3649 -2.3902 -4.6383  0.306
H 1.8321 -3.9469 -4.9918  0.382
H 2.9356 -3.8782 -3.6832  0.383
H -1.9590 -1.2182 -4.8352  0.384
H -2.6153 -0.4418 -3.3562  0.024
H -3.0233 -2.1065 -3.6991  0.341
O -0.6066 0.2289 2.2165  0.350
C -0.6734 0.7361 3.3599  0.941
O 0.0710 0.3921 4.4613  -0.402
C 0.9512 -0.6891 4.3239  0.471
C 0.3735 -2.0362 4.7601  -1.296
C -1.6616 1.8569 3.5151  -1.036
H 1.8265 -0.5106 4.9486  0.466
H 1.2836 -0.6888 3.2858  -0.408
H -0.1926 -1.8583 5.6744  0.397
H 1.0281 -2.8417 5.0929  0.433
H -0.4250 -2.3996 4.1133  0.054
H -2.6312 1.5314 3.1382  0.213
H -1.4060 2.7466 2.9396  0.149
H -1.7659 2.1956 4.5459  0.407
O 0.6178 1.8533 0.7898  0.075
C 1.1829 2.8741 0.5853  0.394
O 2.3541 3.2801 1.0508  -0.363
C 3.3972 2.4849 1.4978  0.127
C 3.1919 2.0726 2.9032  -1.013
C 0.5435 4.0104 -0.1300  -0.957
H 4.3720 2.9628 1.4004  0.467
H 3.6448 1.5941 0.9205  -0.196
H 4.2042 1.7971 3.1991  0.481
H 2.5114 1.2277 3.0085  -0.001
H 2.8113 2.8891 3.5167  0.351
H -0.1180 3.7186 -0.9457  -0.043
H 1.3339 4.6077 -0.5848  0.403
H 0.0769 4.6346 0.6320  0.290

Summary:
net charge: +1
multiplicity: 6
max |F|: 4.47 eV/A
HOMO energy (alpha / beta): -11.40 / -10.74 eV